{"formula": "C4H4N2O", "method": "the ωB97M-V functional and the def2-TZVPD basis", "symbols": ["O", "C", "C", "C", "N", "C", "N", "H", "H", "H", "H"], "positions_angstrom": [[-0.2469, 2.1064, -1.5210], [-0.0997, 1.1217, -0.8171], [-1.1637, 0.4574, -0.0860], [-0.9631, -0.7345, 0.5861], [0.2193, -1.3425, 0.6827], [1.2427, -0.6593, 0.0885], [1.1569, 0.5147, -0.6576], [-2.1407, 0.9328, -0.0954], [-1.7962, -1.2196, 1.0910], [1.6595, 0.0868, 0.8619], [2.1319, -1.2640, -0.1331]], "nbo_charge": [-0.564, 0.509, -0.215, 0.000, -0.344, -0.154, -0.308, 0.232, 0.208, 0.381, 0.254], "largest_force_ev_per_a": 0.9, "molar_mass_g_mol": 96.1, "total_charge": 0, "total_energy_ev": -9236.884, "e_homo_ev": [-9.68, -9.45], "gap_ev": [7.58, 7.67]}